Below is 3 unconnected molecules or ions with the total composition C40H41O5, with properties calculated with ωB97M-V/def2-TZVPD.

```
86
Properties=species:S:1:pos:R:3
C -3.456 3.901 0.863
C -2.920 3.936 -0.549
C -1.470 3.447 -0.534
C -3.759 3.067 -1.564
C -4.831 2.159 -0.995
O -6.142 2.828 -1.242
C -7.173 1.902 -1.171
C -8.574 2.576 -1.027
C -9.342 1.892 0.112
C -8.426 4.083 -0.853
C -9.731 4.893 -0.797
C -10.354 4.996 0.614
C -10.764 4.437 -1.819
H -2.841 4.519 1.527
H -3.443 2.890 1.249
H -4.489 4.229 0.926
H -2.940 4.966 -0.912
H -1.428 2.498 -0.004
H -0.785 4.154 -0.063
H -1.127 3.286 -1.554
H -3.053 2.406 -2.068
H -4.160 3.738 -2.334
H -4.841 1.264 -1.640
H -7.169 1.244 -2.057
H -6.977 1.258 -0.304
H -9.124 2.378 -1.943
H -8.692 1.597 0.931
H -9.798 0.978 -0.268
H -10.152 2.489 0.522
H -7.877 4.436 -1.723
H -7.791 4.317 -0.007
H -9.460 5.908 -1.085
H -11.298 4.452 0.637
H -10.563 6.020 0.908
H -9.717 4.508 1.342
H -11.519 5.218 -1.916
H -10.318 4.307 -2.800
H -11.278 3.531 -1.511
C 1.850 -0.574 -4.074
C 3.144 -1.005 -4.356
C 4.136 -0.902 -3.397
C 3.841 -0.360 -2.151
C 2.547 0.086 -1.875
C 1.551 -0.029 -2.837
C 2.212 0.702 -0.562
O 1.087 1.083 -0.324
C 3.302 0.842 0.444
C 3.025 1.454 1.659
C 4.023 1.579 2.610
C 5.300 1.087 2.355
C 5.582 0.481 1.144
C 4.587 0.362 0.180
C 4.913 -0.269 -1.126
O 6.032 -0.699 -1.347
H 1.075 -0.661 -4.823
H 3.375 -1.422 -5.327
H 5.141 -1.240 -3.609
H 0.549 0.312 -2.612
H 2.030 1.830 1.852
H 3.806 2.059 3.555
H 6.076 1.181 3.104
H 6.573 0.099 0.940
C 9.394 -3.135 0.243
C 8.147 -2.688 -0.184
C 7.002 -3.359 0.206
C 7.098 -4.484 1.017
C 8.352 -4.942 1.431
C 9.498 -4.258 1.047
C 8.482 -6.164 2.269
O 9.570 -6.560 2.637
C 7.239 -6.896 2.642
C 7.337 -8.066 3.384
C 6.191 -8.751 3.749
C 4.940 -8.267 3.380
C 4.836 -7.104 2.638
C 5.984 -6.418 2.260
C 5.852 -5.181 1.438
O 4.760 -4.760 1.122
H 10.289 -2.604 -0.056
H 8.064 -1.816 -0.816
H 6.031 -3.013 -0.118
H 10.465 -4.610 1.378
H 8.312 -8.435 3.671
H 6.271 -9.665 4.324
H 4.045 -8.801 3.672
H 3.867 -6.723 2.345
```

Lowest unoccupied orbital energy, eV: 0.21
Relative energy (zero: lowest compared OMol25 entry of this formula, charge and spin), eV: 0.166
Orbital gap, eV: 1.4
Total charge: -1

Löwdin population analysis, charges in e, atoms 1 to 2: -0.134, -0.441

Below is a molecular structure, C6H15N4OSr, with properties calculated with ωB97M-V/def2-TZVPD.

```
27
Properties=species:S:1:pos:R:3
C -1.526 0.526 -2.319
Sr -0.200 0.549 -0.241
N 0.866 -1.795 -1.042
H -0.666 2.754 0.349
H 1.839 1.769 0.597
H -1.743 1.524 -1.812
H -1.957 -0.508 -2.095
H -0.460 0.665 -2.714
H 0.654 -2.638 -0.492
H 1.878 -1.648 -0.943
H 0.688 -2.016 -2.026
C -1.083 -1.179 5.042
N 0.078 -1.276 4.156
C 1.245 -1.788 4.661
C 2.340 -1.876 3.871
C 2.248 -1.363 2.555
N 1.104 -0.877 2.039
C -0.026 -0.869 2.829
O -1.107 -0.492 2.308
N 3.275 -1.370 1.671
H -1.322 -2.161 5.471
H -1.924 -0.811 4.464
H -0.877 -0.497 5.876
H 1.201 -2.106 5.713
H 3.288 -2.297 4.215
H 4.223 -1.603 2.037
H 3.250 -0.722 0.916
```

Lowest unoccupied orbital energy (alpha / beta), eV: 2.26 / 2.26
Relative energy (zero: lowest compared OMol25 entry of this formula, charge and spin), eV: 2.148
Orbital gap (alpha / beta), eV: 3.9 / 3.9
Total charge: -1

Löwdin population analysis, charges in e, atoms 1 to 2: -0.480, 0.467

Below is 13 unconnected molecules or ions with the total composition C71H171N9O23, with properties calculated with ωB97M-V/def2-TZVPD.

```
274
Properties=species:S:1:pos:R:3
C 14.656 -29.203 -28.485
O 13.693 -28.843 -29.503
C 12.350 -29.296 -29.116
C 11.304 -28.400 -29.869
N 11.119 -28.806 -31.272
C 12.041 -28.256 -32.146
C 12.554 -29.283 -33.171
O 11.575 -29.490 -34.230
C 11.653 -28.480 -35.217
H 15.634 -28.972 -28.906
H 14.632 -30.274 -28.283
H 14.600 -28.676 -27.533
H 12.068 -29.150 -28.073
H 12.215 -30.369 -29.250
H 11.467 -27.345 -29.647
H 10.335 -28.573 -29.401
H 10.229 -28.457 -31.597
H 12.968 -27.863 -31.728
H 11.673 -27.317 -32.557
H 12.681 -30.237 -32.660
H 13.536 -28.899 -33.446
H 11.809 -27.506 -34.754
H 10.766 -28.576 -35.844
H 12.436 -28.698 -35.943
C 13.524 -20.598 -26.332
O 12.188 -20.488 -25.736
C 11.935 -21.075 -24.493
C 10.492 -20.853 -23.987
N 10.294 -21.676 -22.731
C 9.066 -21.340 -21.981
C 8.697 -22.371 -20.964
O 7.440 -21.913 -20.480
C 6.965 -22.720 -19.464
H 13.658 -21.632 -26.648
H 14.325 -20.268 -25.670
H 13.490 -20.036 -27.265
H 12.720 -20.761 -23.806
H 12.028 -22.159 -24.562
H 9.836 -21.201 -24.785
H 10.335 -19.790 -23.807
H 10.161 -22.644 -22.989
H 8.256 -21.159 -22.688
H 9.273 -20.354 -21.565
H 9.428 -22.517 -20.169
H 8.518 -23.356 -21.396
H 7.171 -23.775 -19.646
H 5.902 -22.533 -19.309
H 7.531 -22.530 -18.553
C 9.483 -30.601 -24.463
O 10.055 -29.280 -24.207
C 9.363 -28.313 -25.045
C 10.042 -26.966 -24.785
N 10.299 -26.804 -23.297
C 11.607 -26.197 -23.033
C 11.613 -25.362 -21.780
O 12.844 -24.667 -21.689
C 12.753 -23.659 -20.735
H 9.816 -31.267 -23.667
H 9.916 -30.995 -25.383
H 8.396 -30.668 -24.483
H 8.307 -28.484 -24.834
H 9.493 -28.517 -26.108
H 9.478 -26.180 -25.287
H 11.022 -26.962 -25.261
H 10.167 -27.770 -23.032
H 11.904 -25.626 -23.912
H 12.355 -26.975 -22.886
H 11.576 -25.977 -20.881
H 10.825 -24.610 -21.725
H 12.116 -22.803 -20.955
H 13.705 -23.140 -20.621
H 12.511 -23.947 -19.712
C 17.746 -26.439 -12.572
O 17.461 -27.310 -13.615
C 18.710 -27.891 -13.992
C 18.642 -28.622 -15.375
N 18.424 -27.737 -16.529
C 18.278 -28.429 -17.846
C 17.677 -27.537 -18.946
O 16.321 -27.178 -18.674
C 15.826 -26.283 -19.598
H 16.918 -25.945 -12.063
H 18.449 -25.672 -12.896
H 18.232 -26.917 -11.722
H 18.965 -28.642 -13.244
H 19.536 -27.184 -14.074
H 17.835 -29.353 -15.329
H 19.526 -29.257 -15.422
H 17.567 -27.229 -16.364
H 17.633 -29.286 -17.653
H 19.291 -28.774 -18.056
H 17.720 -27.995 -19.934
H 18.351 -26.681 -18.935
H 16.058 -26.430 -20.653
H 16.154 -25.300 -19.263
H 14.746 -26.198 -19.480
C 16.702 -20.421 -18.928
O 17.478 -21.536 -19.195
C 18.831 -21.520 -18.804
C 19.860 -20.797 -19.754
N 21.168 -20.789 -19.200
C 22.163 -20.013 -20.037
C 23.623 -20.203 -19.411
O 23.879 -21.523 -19.585
C 25.218 -21.820 -19.258
H 17.121 -19.539 -19.412
H 16.515 -20.308 -17.860
H 15.732 -20.524 -19.415
H 19.222 -22.537 -18.845
H 18.782 -21.141 -17.783
H 19.419 -19.838 -20.026
H 19.886 -21.450 -20.627
H 21.619 -21.690 -19.136
H 21.892 -18.958 -20.003
H 22.134 -20.264 -21.097
H 23.756 -19.889 -18.375
H 24.328 -19.653 -20.034
H 25.244 -22.910 -19.273
H 25.520 -21.394 -18.301
H 25.850 -21.510 -20.090
C 16.359 -18.046 -26.768
O 17.613 -18.489 -27.326
C 17.721 -19.960 -27.394
C 16.781 -20.541 -28.511
N 16.077 -21.741 -28.054
C 15.318 -22.407 -29.111
C 14.669 -23.668 -28.687
O 13.911 -24.124 -29.806
C 13.326 -25.387 -29.667
H 15.480 -18.099 -27.409
H 16.450 -17.014 -26.431
H 16.181 -18.555 -25.821
H 17.497 -20.311 -26.386
H 18.715 -20.353 -27.608
H 17.321 -20.874 -29.397
H 16.128 -19.725 -28.823
H 16.834 -22.310 -27.703
H 16.028 -22.641 -29.904
H 14.592 -21.690 -29.492
H 13.950 -23.505 -27.884
H 15.530 -24.245 -28.350
H 14.106 -26.073 -29.338
H 12.938 -25.655 -30.650
H 12.481 -25.590 -29.009
C 19.282 -22.750 -23.490
C 17.980 -23.502 -23.388
C 16.875 -22.428 -23.617
C 15.454 -22.987 -23.756
C 15.378 -24.104 -24.812
C 16.423 -25.269 -24.536
N 17.785 -24.674 -24.277
O 18.831 -25.584 -24.151
C 15.906 -26.234 -23.479
C 16.392 -26.143 -25.819
C 17.827 -23.894 -21.845
H 19.158 -21.947 -22.763
H 19.372 -22.266 -24.462
H 20.151 -23.401 -23.405
H 16.910 -21.706 -22.802
H 17.144 -21.841 -24.495
H 14.700 -22.261 -24.063
H 15.005 -23.342 -22.829
H 15.602 -23.663 -25.783
H 14.344 -24.436 -24.917
H 14.978 -26.648 -23.873
H 16.547 -27.015 -23.069
H 15.576 -25.666 -22.608
H 15.403 -26.573 -25.980
H 16.544 -25.484 -26.674
H 17.189 -26.878 -25.930
H 18.719 -24.289 -21.360
H 17.044 -24.630 -21.662
H 17.562 -23.049 -21.210
H 19.239 -25.417 -25.004
C 24.872 -20.764 -26.554
C 23.986 -20.676 -25.294
C 24.312 -21.893 -24.318
C 25.720 -21.756 -23.671
C 25.791 -20.464 -22.907
C 25.392 -19.177 -23.670
N 24.215 -19.430 -24.475
O 23.629 -18.249 -24.965
C 25.081 -18.048 -22.567
C 26.532 -18.659 -24.572
C 22.530 -20.852 -25.676
H 24.805 -19.803 -27.065
H 24.670 -21.571 -27.258
H 25.942 -20.865 -26.373
H 23.564 -21.914 -23.526
H 24.295 -22.825 -24.883
H 26.549 -21.662 -24.373
H 25.825 -22.511 -22.892
H 26.846 -20.332 -22.664
H 25.307 -20.451 -21.931
H 24.149 -18.210 -22.025
H 25.815 -17.985 -21.764
H 24.919 -17.041 -22.951
H 27.344 -18.333 -23.923
H 26.905 -19.491 -25.170
H 26.166 -17.903 -25.266
H 21.930 -20.732 -24.774
H 22.272 -21.747 -26.241
H 22.158 -20.032 -26.290
H 23.157 -18.025 -24.159
C 13.544 -33.326 -24.061
C 14.556 -32.279 -24.531
C 14.032 -31.348 -25.621
C 13.064 -30.275 -25.074
C 13.628 -29.526 -23.854
C 14.255 -30.457 -22.740
N 15.071 -31.470 -23.340
O 15.694 -32.272 -22.445
C 15.163 -29.500 -21.935
C 13.114 -31.024 -21.798
C 15.898 -32.989 -25.094
H 13.541 -34.179 -24.740
H 12.546 -32.900 -23.958
H 13.713 -33.707 -23.054
H 14.883 -30.858 -26.095
H 13.499 -31.859 -26.423
H 12.064 -30.665 -24.881
H 12.952 -29.519 -25.852
H 12.806 -28.973 -23.399
H 14.345 -28.779 -24.194
H 15.464 -30.086 -21.066
H 16.028 -29.120 -22.478
H 14.509 -28.750 -21.489
H 12.346 -30.312 -21.496
H 12.476 -31.713 -22.352
H 13.477 -31.608 -20.952
H 16.754 -32.373 -25.373
H 15.721 -33.679 -25.919
H 16.232 -33.672 -24.313
H 16.558 -31.857 -22.392
C 19.571 -24.966 -28.045
C 19.661 -23.462 -27.853
O 18.635 -23.150 -26.949
O 20.128 -25.644 -26.928
H 20.161 -25.176 -28.937
H 18.534 -25.259 -28.210
H 19.260 -23.092 -28.797
H 20.592 -22.918 -27.692
H 18.783 -23.603 -26.115
H 21.081 -25.536 -26.986
C 19.261 -18.382 -23.888
C 20.374 -18.451 -22.826
O 21.426 -17.510 -23.031
O 18.460 -17.216 -23.926
H 18.591 -19.241 -23.923
H 19.742 -18.475 -24.862
H 20.786 -19.460 -22.841
H 19.922 -18.258 -21.853
H 21.253 -16.724 -22.507
H 18.990 -16.458 -24.185
C 19.120 -29.958 -25.484
C 19.077 -29.049 -26.642
O 19.461 -29.720 -27.909
O 20.416 -30.552 -25.411
H 18.446 -30.792 -25.678
H 18.829 -29.322 -24.648
H 19.753 -28.197 -26.578
H 18.077 -28.680 -26.869
H 20.297 -30.123 -27.665
H 20.360 -30.989 -24.558
C 21.792 -24.774 -19.864
C 22.244 -24.093 -21.165
O 23.647 -23.888 -21.022
O 21.747 -23.896 -18.799
H 22.454 -25.564 -19.509
H 20.843 -25.234 -20.140
H 21.703 -23.159 -21.313
H 21.967 -24.798 -21.949
H 23.708 -23.123 -20.444
H 21.085 -24.163 -18.157
```

Lowest unoccupied orbital energy (alpha / beta), eV: -2.13 / -6.37
⟨S²⟩: 0.75
Spin multiplicity: 2
Orbital gap (alpha / beta), eV: 7.2 / 2.9
Total charge: +1

Löwdin population analysis, charges in e, atoms 1 to 2: -0.099, -0.200

Below is 2 unconnected molecules or ions with the total composition C3H10NO, with properties calculated with ωB97M-V/def2-TZVPD.

```
15
Properties=species:S:1:pos:R:3
C 0.265 0.551 1.730
O 0.166 0.033 0.492
C -0.853 0.094 2.679
H 0.257 1.675 1.748
H 1.228 0.293 2.245
H -0.746 0.509 3.692
H -0.833 -0.997 2.753
H -1.836 0.390 2.295
C 0.046 0.315 -2.657
N 0.542 -0.943 -2.122
H 0.254 1.088 -1.921
H -1.035 0.336 -2.846
H 0.547 0.587 -3.600
H 0.433 -0.908 -1.103
H 0.002 -1.723 -2.472
```

Lowest unoccupied orbital energy, eV: 4.53
Relative energy (zero: lowest compared OMol25 entry of this formula, charge and spin), eV: 0.505
Orbital gap, eV: 7.1
Total charge: -1

Löwdin population analysis, charges in e, atoms 1 to 2: -0.597, -0.347

no.,electronic energy (Eh)
1,-1924.9913
2,-562.4613
3,-5030.1590
4,-250.2728